11
Properties=species:S:1:pos:R:3 method="wB97M-V/def2-TZVPD" e_tot_ha=-8423.5622 charge=0 e_lumo_ev=-1.12
C 1.3093 -0.1350 0.4477
C 0.1021 0.4046 0.3311
C 2.4292 -0.5488 0.4638
C -1.0966 0.5260 0.1405
O -1.9425 -2.8979 0.1141
O -3.6320 -1.7338 -1.2357
S -3.1800 -2.1295 0.0694
Br 1.8440 3.6023 -0.3093
Br 4.0912 -1.1601 0.7658
Br -2.8384 1.0868 0.1850
H 2.9138 2.9853 -0.9722


130
Properties=species:S:1:pos:R:3 method="wB97M-V/def2-TZVPD" e_tot_ha=-3989.7329 charge=0 e_lumo_ev=-1.17 smiles="[H]/N=C/Cc1c(CCC(F)(F)C(F)(F)C(F)(F)C(F)(F)F)ccc2c1C(=O)N(C(F)(F)C(F)F)C2=O.CNC(C)=O.CNC(C)=O.CNC(C)=O.CNC(C)=O.CNC(C)=O.CNC(C)=O.CNC(C)=O"
H 0.6095 5.5148 2.0600
N 0.9235 4.7684 1.3932
C 2.0826 4.2316 1.9217
C 2.9475 2.9942 1.2695
C 2.1344 2.1370 0.1345
C 1.6542 2.8485 -1.2594
C 1.8713 4.3997 -1.7130
C 3.3701 5.0143 -1.5111
C 4.5578 4.3103 -2.3870
F 4.7239 2.8547 -2.0113
F 4.0463 4.2581 -3.8085
C 6.0406 4.9688 -2.2583
F 6.7729 4.6641 -3.5348
F 6.7842 4.1921 -1.1968
C 6.1299 6.5348 -1.8237
F 5.7055 6.8108 -0.3996
F 7.6063 6.8684 -1.8160
C 5.4662 7.6017 -2.9030
F 4.3788 8.4385 -2.2689
F 5.0514 6.9878 -4.1862
F 6.5283 8.6133 -3.2699
C 0.8147 1.8703 -2.3256
C 0.4488 0.2904 -2.0334
C 0.9370 -0.3368 -0.5976
C 1.7930 0.5675 0.4690
C 2.1370 -0.3954 1.7498
O 2.9934 -0.2833 2.7677
N 1.2412 -1.5907 1.5043
C 0.3680 -2.0695 2.6484
F 0.3396 -1.1655 3.8269
F -1.0423 -2.0936 2.1115
C 0.8035 -3.6352 3.0284
F 1.8571 -3.6059 4.0722
F 1.3517 -4.3875 1.8701
C 0.7451 -1.8110 0.0928
O 0.2213 -2.9124 -0.4727
H 2.4685 4.6646 2.9623
H 3.9896 3.3063 0.8238
H 3.1957 2.2579 2.1725
H 1.0880 5.1530 -1.2181
H 1.6336 4.4542 -2.8812
H 3.3138 6.1476 -1.8849
H 3.7168 5.1056 -0.3729
H 0.4286 2.3195 -3.3583
H -0.1737 -0.3726 -2.7917
H -0.1582 -4.2276 3.3830
C 1.8947 8.5341 -5.5764
N 1.6230 7.5113 -4.5944
C 0.4151 7.0123 -4.2053
C -0.8239 7.5655 -4.8524
O 0.3660 6.1342 -3.3468
H 2.5364 8.1010 -6.3476
H 2.4302 9.3468 -5.0795
H 0.9850 8.9236 -6.0352
H 2.4068 7.0869 -4.1118
H -1.7050 7.0676 -4.4371
H -0.9060 8.6368 -4.6508
H -0.7989 7.3805 -5.9297
C -3.8378 -2.1182 0.6158
N -3.4359 -1.1203 -0.3470
C -4.1422 -0.0423 -0.7923
C -5.5228 0.1798 -0.2403
O -3.6427 0.7133 -1.6230
H -3.1186 -2.1039 1.4384
H -3.8029 -3.0945 0.1260
H -4.8411 -1.9413 1.0053
H -2.5167 -1.1991 -0.7668
H -5.9557 1.0773 -0.6919
H -6.1647 -0.6716 -0.4815
H -5.4747 0.3273 0.8420
C -5.3161 -2.7149 -3.6817
N -4.9029 -1.3805 -4.0462
C -4.8203 -0.8315 -5.2917
C -5.1973 -1.6848 -6.4706
O -4.4452 0.3315 -5.4219
H -6.1759 -2.6320 -3.0124
H -4.4903 -3.1908 -3.1471
H -5.5856 -3.3192 -4.5488
H -4.6320 -0.7417 -3.3074
H -5.0791 -1.1064 -7.3916
H -4.5427 -2.5587 -6.5258
H -6.2426 -1.9952 -6.3900
C 2.4949 -8.4632 4.8003
N 1.1517 -7.9660 4.9816
C 0.7426 -6.8729 5.6867
C 1.7867 -6.0457 6.3836
O -0.4527 -6.5917 5.7367
H 2.7087 -8.4778 3.7287
H 2.5329 -9.4845 5.1873
H 3.2384 -7.8512 5.3123
H 0.3888 -8.4689 4.5426
H 1.3044 -5.2113 6.9013
H 2.3136 -6.6529 7.1244
H 2.4909 -5.6378 5.6535
C 3.1152 -14.0277 8.4512
N 3.5171 -13.0297 7.4885
C 2.8108 -11.9517 7.0431
C 1.4302 -11.7296 7.5951
O 3.3103 -11.1962 6.2124
H 3.8344 -14.0134 9.2738
H 3.1502 -15.0039 7.9614
H 2.1120 -13.8507 8.8407
H 4.4363 -13.1085 7.0686
H 0.9973 -10.8322 7.1435
H 0.7883 -12.5810 7.3539
H 1.4783 -11.5821 8.6774
C -11.1981 -2.4867 -6.5521
N -9.8823 -2.8224 -7.0423
C -9.0771 -2.0957 -7.8688
C -9.5784 -0.7666 -8.3606
O -7.9754 -2.5363 -8.1890
H -11.1586 -2.4708 -5.4602
H -11.8892 -3.2695 -6.8744
H -11.5453 -1.5200 -6.9188
H -9.4724 -3.7041 -6.7561
H -8.8242 -0.3098 -9.0082
H -10.4947 -0.9027 -8.9411
H -9.7580 -0.0972 -7.5150
C 5.6698 7.7161 5.1532
N 4.8233 6.6607 4.6495
C 3.5278 6.3875 4.9756
C 2.8482 7.2699 5.9852
O 2.9522 5.4400 4.4452
H 5.9908 8.3264 4.3054
H 6.5464 7.2555 5.6155
H 5.1606 8.3458 5.8839
H 5.2079 6.0211 3.9636
H 1.8215 6.9246 6.1383
H 3.3750 7.2202 6.9418
H 2.8147 8.3002 5.6207


10
Properties=species:S:1:pos:R:3 method="wB97M-V/def2-TZVPD" e_tot_ha=-2857.7302 charge=0 e_lumo_ev=0.35 smiles="CON(Br)C=O"
C -0.4461 0.3124 -0.0154
O 0.6083 0.1251 0.9233
N 1.7636 -0.3793 0.3337
Br 3.1384 0.7086 -0.0796
C 1.8736 -1.7660 0.0368
O 2.9315 -2.2219 -0.3369
H 0.0005 1.1276 -0.8199
H -1.3361 0.7301 0.4523
H -0.6230 -0.7318 -0.5484
H 0.9343 -2.3780 0.3333


60
Properties=species:S:1:pos:R:3 method="wB97M-V/def2-TZVPD" e_tot_ha=-1657.4232 charge=0 e_lumo_ev=0.57 smiles=Fc1ccccc1.Fc1ccccc1.Fc1ccccc1.Fc1ccccc1.Fc1ccccc1
F -5.9009 -3.1427 3.2105
C -6.1136 -3.3440 1.8477
C -5.0221 -3.5005 1.0137
C -5.2616 -3.9012 -0.3097
C -6.5007 -3.8851 -0.8870
C -7.5506 -3.5161 -0.0473
C -7.3608 -3.3562 1.3072
H -4.0019 -3.3650 1.3409
H -4.3779 -4.0466 -0.9133
H -6.7243 -4.0823 -1.9251
H -8.5154 -3.3897 -0.5158
H -8.1895 -3.2581 1.9929
F -2.8691 0.2661 1.2872
C -1.7567 -0.1960 0.6986
C -0.4838 0.3476 0.9616
C 0.5867 -0.0512 0.1894
C 0.4997 -0.9412 -0.8008
C -0.7589 -1.5819 -0.9647
C -1.8776 -1.1776 -0.2573
H -0.3331 1.1573 1.6602
H 1.5848 0.3365 0.3303
H 1.3487 -1.0701 -1.4558
H -0.7827 -2.4271 -1.6366
H -2.7970 -1.7434 -0.2917
F 5.4500 -4.5549 -4.9034
C 4.8180 -4.1926 -3.7814
C 5.4421 -3.3894 -2.8656
C 4.7469 -3.0178 -1.7554
C 3.3421 -3.2520 -1.6291
C 2.7071 -3.9812 -2.5821
C 3.4037 -4.3991 -3.6958
H 6.4958 -3.1543 -2.8381
H 5.4083 -2.5505 -1.0409
H 2.7863 -2.9562 -0.7516
H 1.6852 -4.1905 -2.3024
H 2.8178 -4.9385 -4.4254
F 0.4620 1.5851 3.9709
C 0.9664 2.7752 3.9133
C 2.3182 2.9893 3.6231
C 2.7912 4.3150 3.6403
C 2.0029 5.3948 4.0148
C 0.6935 5.1656 4.3875
C 0.1713 3.8729 4.2282
H 2.9848 2.1959 3.3190
H 3.8326 4.4501 3.3879
H 2.3717 6.3821 4.2504
H 0.1095 5.9877 4.7740
H -0.8628 3.6310 4.4244
F -0.0130 5.0251 -3.7401
C 0.6640 4.3347 -2.7874
C -0.0218 3.8460 -1.6964
C 0.6759 3.2023 -0.6700
C 2.0570 3.1154 -0.7357
C 2.7143 3.6646 -1.7998
C 2.0423 4.2606 -2.8766
H -1.0888 4.0101 -1.6664
H 0.2677 2.8614 0.2700
H 2.6414 2.9572 0.1586
H 3.7885 3.7145 -1.9006
H 2.4865 4.7089 -3.7531


Q: Which E_HOMO values were calculated for the entries above? A: -9.29; -8.57; -9.43; -9.23, in eV.